Molecular formula: C15H41NNbO4
Method: DFT, ωB97M-V with the def2-TZVPD basis set

```
62
Properties=species:S:1:pos:R:3:forces:R:3
C -3.0486 1.2402 -4.4795 -0.146 0.216 -0.176
C -2.6932 1.8375 -3.1248 -0.022 0.247 -0.010
O -3.5046 2.5161 -2.5112 0.171 -0.527 -0.105
N -1.4300 1.5896 -2.6406 -0.369 -0.823 -0.158
C -0.3509 1.0429 -3.4575 0.363 0.212 0.101
C -0.3070 -0.4627 -3.7968 -0.069 -0.068 -0.224
C -0.8900 -1.4239 -2.7532 -0.061 0.079 -0.056
C 0.1202 -1.9244 -1.6899 -0.298 -0.805 0.618
Nb -0.1595 -0.9102 0.3024 0.224 -0.199 -0.487
H -4.1295 1.3409 -4.6083 0.213 0.012 -0.031
H -2.5430 1.7707 -5.2977 -0.066 -0.084 0.168
H -2.7617 0.1877 -4.5366 -0.057 0.154 0.045
H -1.4262 1.2324 -1.6829 0.219 0.745 0.196
H 0.5705 1.3007 -2.9246 -0.173 -0.026 -0.063
H -0.3280 1.6152 -4.3943 0.084 -0.077 0.153
H 0.7500 -0.7189 -3.9677 -0.222 0.080 -0.014
H -0.8092 -0.6255 -4.7611 0.014 0.007 0.168
H -1.2849 -2.2979 -3.2905 0.025 0.139 0.108
H -1.7651 -0.9475 -2.2851 0.133 -0.141 -0.133
H 0.0571 -3.0145 -1.6283 0.134 0.156 -0.121
H 1.1564 -1.6882 -1.9945 -0.171 0.089 0.223
H -1.9871 -0.7002 0.0062 0.184 0.677 0.100
H -0.2073 -2.6743 0.8839 0.064 0.067 0.010
H 1.6711 -0.6782 0.6080 -0.174 0.666 0.032
H -0.1360 0.9043 -0.1932 0.023 0.061 -0.063
H -0.5459 -0.8191 2.0765 0.032 -0.855 -0.323
C -1.9363 1.4257 5.0251 0.012 -0.025 -0.057
C -0.6242 2.0044 4.5140 -0.141 -0.064 0.076
C -0.3726 3.4074 5.0491 0.014 0.019 -0.069
O -0.5791 1.9710 3.1023 0.209 0.145 -0.100
H -2.7730 2.0448 4.6862 -0.002 -0.006 0.024
H -2.0727 0.4207 4.6264 -0.017 0.000 -0.004
H -1.9607 1.3884 6.1164 0.011 -0.001 0.011
H 0.1957 1.3492 4.8210 -0.014 0.020 0.013
H -1.1666 4.0818 4.7134 0.006 0.004 0.024
H 0.5786 3.7884 4.6771 -0.004 0.009 -0.003
H -0.3551 3.4206 6.1406 -0.002 -0.012 0.013
H -1.2850 2.5124 2.7315 -0.038 -0.071 0.032
C 4.0383 3.7141 -2.7316 -0.057 -0.004 -0.028
C 4.0691 2.1970 -2.8180 0.019 0.015 0.096
C 5.4179 1.6795 -3.2910 -0.034 -0.036 -0.040
O 3.0188 1.7160 -3.6499 -0.031 -0.068 -0.107
H 4.2187 4.1501 -3.7198 0.016 0.013 0.014
H 3.0641 4.0505 -2.3788 0.000 0.005 0.000
H 4.8057 4.0866 -2.0513 0.004 -0.007 0.006
H 3.8422 1.7749 -1.8366 0.007 0.012 -0.012
H 5.6358 2.0609 -4.2940 0.022 0.004 0.012
H 5.4120 0.5906 -3.3305 0.005 -0.002 -0.004
H 6.2197 2.0014 -2.6246 -0.003 0.005 0.009
H 3.1494 2.0517 -4.5441 0.033 0.029 0.053
C -2.0761 -5.6338 3.6272 -0.047 0.036 0.014
C -1.4102 -4.3342 3.1991 0.126 -0.021 -0.002
C 0.0577 -4.2843 3.5837 -0.023 0.063 0.042
O -2.1029 -3.2098 3.7238 -0.318 0.095 0.091
H -2.0326 -5.7403 4.7167 0.009 -0.021 -0.007
H -3.1237 -5.6422 3.3244 -0.004 -0.005 0.006
H -1.5764 -6.4970 3.1834 0.007 0.002 -0.007
H -1.4898 -4.2109 2.1177 0.025 0.006 0.021
H 0.1630 -4.3509 4.6732 0.014 -0.014 -0.007
H 0.4850 -3.3442 3.2375 0.013 -0.010 -0.013
H 0.6137 -5.1101 3.1354 -0.004 -0.001 -0.013
H -2.0659 -3.2231 4.6865 0.132 -0.111 -0.040
```
Forces are in eV/Å.

Summary:
Net charge = -1
LUMO = 0.0993 Ha
ΔE to the lowest compared entry with this formula, charge and spin = 0.00 kJ/mol
Spin multiplicity = 1
Calculated total energy = -27444.6505 eV



Molecular formula: C16H23CrF6N8O6PS5
Method: DFT, ωB97M-V with the def2-TZVPD basis set

```
66
Properties=species:S:1:pos:R:3:forces:R:3
Cr -0.2652 -0.1782 -1.0172 0.473 -0.969 0.185
C -3.8794 2.1356 2.8191 0.177 -0.304 1.023
C -3.9375 0.6746 3.2648 0.429 -0.201 -1.931
O -2.6227 0.1331 3.4028 0.012 0.471 0.244
P -1.8969 -0.9135 2.4224 -0.023 0.358 -0.825
S -0.1140 -1.0876 3.1080 0.480 -0.400 0.109
S -2.2616 -0.3709 0.4773 0.217 0.303 0.106
O -2.8340 -2.1987 2.5098 0.013 -0.388 0.115
C -2.5393 -3.4182 3.1981 -0.713 -0.116 0.547
C -2.2879 -4.5485 2.2166 0.067 0.087 1.131
H -4.8693 2.5626 2.8507 -0.577 0.042 -0.277
H -3.4722 2.1784 1.8197 0.241 0.225 -0.190
H -3.3148 2.7417 3.5436 0.243 -0.262 -0.370
H -4.4600 0.0978 2.4694 -0.017 0.242 0.667
H -4.3983 0.5511 4.2165 -0.582 -0.097 0.693
H -3.4414 -3.5755 3.8157 0.312 -0.274 -0.183
H -1.6977 -3.3153 3.8962 -0.032 0.252 -0.355
H -3.1342 -4.7564 1.5848 -0.316 0.036 -0.276
H -2.0417 -5.4433 2.7984 -0.087 -0.030 -0.097
H -1.4289 -4.2988 1.6332 0.536 0.097 -0.668
N 4.0099 -1.0626 -0.2222 0.302 0.682 0.140
C 4.6551 -1.1566 -1.4282 -0.592 0.266 0.159
C 4.2100 -0.0521 -2.1212 1.530 -0.500 -1.671
N 3.3937 0.7332 -1.3751 -0.034 -0.136 -0.415
C 3.2926 0.0919 -0.2438 0.227 0.065 1.034
C 2.7456 0.7169 0.9560 -0.313 -0.293 0.021
N 1.5326 1.1753 1.0705 -0.100 0.650 0.460
C 1.4730 1.7714 2.3246 0.147 -0.723 0.687
C 2.6677 1.5821 3.0049 -0.386 -0.102 -1.586
N 3.4832 0.9155 2.0806 -0.797 0.323 0.550
H 4.1127 -1.7023 0.5485 -0.284 0.066 -0.103
H 5.3337 -1.9791 -1.6120 -0.259 0.225 -0.301
H 4.5644 0.2201 -3.1343 -0.575 -0.120 0.795
H 0.5180 2.1371 2.7243 0.664 -0.134 -0.306
H 3.0314 1.7697 4.0007 -0.214 0.196 -0.041
H 4.4762 0.8354 2.1361 0.306 -0.202 0.055
F 4.2251 -3.6979 0.0789 0.082 -0.249 -0.082
C 3.2706 -4.4574 -0.5283 1.144 0.476 -1.097
F 2.6387 -5.0972 0.3846 -0.707 -0.975 0.984
F 3.9120 -5.3109 -1.3600 -0.359 0.342 0.371
S 0.8822 -3.3319 -1.3752 0.425 2.486 -1.024
O 0.7371 -1.8897 -0.8245 0.152 -0.369 0.159
O 0.0481 -4.2232 -0.6452 -1.155 -1.366 0.836
N 0.1263 -3.1704 -2.9136 -0.068 0.106 0.462
S 0.3035 -1.9948 -3.8423 -0.114 -0.961 -0.995
O 0.3818 -0.6420 -3.2587 -0.181 0.473 1.245
O 1.1822 -2.1723 -4.9683 0.512 0.232 0.116
C -1.2674 -1.8572 -4.7984 -0.973 -0.539 -0.313
F -1.1083 -0.9136 -5.7435 -0.182 0.222 0.364
F -1.5077 -3.0032 -5.4574 0.062 0.038 0.245
F -2.3951 -1.5745 -4.0963 0.903 0.092 -0.169
C -2.0709 5.8998 -0.5080 -0.636 0.873 -0.019
C -0.8857 5.1629 0.0511 0.035 -0.648 0.340
C -0.6188 3.9700 -0.8089 0.744 -0.588 -0.042
N -0.8060 2.7347 -0.5097 -0.345 0.857 0.454
N -0.3996 1.8530 -1.4695 -0.174 0.291 -0.068
C 0.1326 2.4791 -2.4932 0.733 -0.539 -0.721
N 0.6969 1.9239 -3.5544 -0.001 -0.942 -0.336
S 0.1609 4.1564 -2.3889 -0.448 1.312 0.746
H -2.3602 6.7881 0.1009 0.287 -0.549 -0.550
H -2.9393 5.2511 -0.6067 -0.051 -0.111 0.251
H -1.8233 6.1817 -1.5296 -0.131 0.491 -0.070
H -1.0960 4.7822 1.0560 0.185 0.123 -0.080
H 0.0042 5.8120 0.0701 -0.251 -0.262 0.128
H 0.7751 0.8985 -3.5808 0.011 0.257 -0.282
H 1.1984 2.4772 -4.2195 0.026 0.089 0.018
```
Forces are in eV/Å.

Summary:
Net charge = -1
LUMO (spin up / spin down) = 0.0737 / 0.0737 Ha
ΔE to the lowest compared entry with this formula, charge and spin = 152.34 kJ/mol
Spin multiplicity = 6
Calculated total energy = -149365.9691 eV



Molecular formula: C3H6ClOPS
Method: DFT, ωB97M-V with the def2-TZVPD basis set

```
13
Properties=species:S:1:pos:R:3:forces:R:3
C 0.5417 0.8979 -0.7689 -0.063 1.754 3.442
C -0.1962 0.5538 0.3120 1.618 -2.411 0.675
C -0.7552 -0.8874 0.5040 0.503 2.592 -2.522
O 3.3295 0.0543 -1.6995 -0.637 0.420 -0.636
P 2.6701 -0.1110 -0.4101 0.970 -2.167 1.164
S 2.5437 -1.8364 0.5267 -0.310 1.470 -0.580
Cl 3.2069 1.4347 0.7623 -0.078 0.226 0.402
H 0.2832 0.4243 -1.6064 -0.190 -1.882 -3.627
H 1.0837 1.8206 -0.7324 -0.218 0.610 -0.631
H -0.1706 1.1781 1.2156 -0.065 -0.288 -0.317
H -1.0098 -1.4284 -0.4108 0.178 0.390 -0.083
H -1.6003 -0.6242 1.0037 -2.981 -0.261 1.702
H -0.1661 -1.5262 1.0905 1.274 -0.451 1.008
```
Forces are in eV/Å.

Summary:
LUMO = -0.0624 Ha
ΔE to the lowest compared entry with this formula, charge and spin = 128.48 kJ/mol
Spin multiplicity = 1
Calculated total energy = -37901.7652 eV



Question: ΔE to the lowest compared entry with this formula, charge and spin of number 2 (C16H23CrF6N8O6PS5)?
Answer: 152.34 kJ/mol



Question: Which of these has the lowest ΔE to the lowest compared entry with this formula, charge and spin?
Answer: C15H41NNbO4